(1)
ORCA calculation (ωB97M-V/def2-TZVPD) on 2 unconnected molecules or ions with the total composition CH2ClO2S.

The HOMO-LUMO gap (alpha / beta) is 7.777 / 7.778 eV. Its spin multiplicity is 1. As for the lowest unoccupied orbital energy (alpha / beta): 0.1143 / 0.1144 Eh. Its total charge is -1. The calculation puts the total energy at -28521.8589 eV.

The geometry in XYZ format:
```
7
Properties=species:S:1:pos:R:3:forces:R:3:mulliken_charge:R:1
Cl -0.2434 1.1186 -2.3580 0.263 0.005 0.690 -0.7468
S 0.3945 0.4310 0.4120 2.185 2.316 2.627 0.8227
O -0.1251 1.4611 1.2808 -1.045 0.314 -1.065 -0.5562
O 1.8263 0.3370 0.5430 0.349 -0.197 -1.533 -0.5471
C -0.3754 -0.9117 0.3553 -2.462 -3.418 -2.304 -0.4738
H -0.0098 -1.6136 -0.4430 0.100 0.719 1.097 0.2433
H -1.4671 -0.8224 0.2100 0.611 0.261 0.488 0.2579
```
Positions in Å, forces in eV/Å.

=====

(2)
ORCA calculation (ωB97M-V/def2-TZVPD) on CH2ClO4P in the gas phase.

The HOMO-LUMO gap is 9.534 eV. Its spin multiplicity is 1. As for the lowest unoccupied orbital energy: 0.0156 Eh. The SMILES is ClP1COOOO1. Its total charge is 0. The calculation puts the total energy at -31062.4014 eV.

The geometry in XYZ format:
```
9
Properties=species:S:1:pos:R:3:forces:R:3:mulliken_charge:R:1
Cl -2.1376 -0.0829 1.6097 -0.890 0.663 2.316 -0.1382
P -1.4725 -0.4003 -0.1669 3.394 0.666 -2.619 0.4033
O 0.7873 -1.7215 -0.4401 -0.072 -0.834 -1.838 -0.0735
O 1.6933 -0.7707 -0.1497 -0.007 0.440 1.487 -0.0154
O 1.3341 0.4347 -0.8079 -0.324 0.716 -0.145 -0.1739
O -0.3950 -1.6362 0.3261 -0.422 0.024 1.067 -0.1511
C 0.2060 1.0238 -0.2217 -3.677 0.054 -0.416 -0.4779
H 0.1743 1.3604 0.8921 0.840 -0.362 -2.004 0.3082
H -0.1899 1.7926 -1.0416 1.157 -1.366 2.153 0.3186
```
Positions in Å, forces in eV/Å.

=====

no.,F_max (eV/Å)
1,4.8
2,4.3